# 1
2 unconnected molecules or ions with the total composition C3H4F2O. Source: the Open Molecules 2025 dataset; level of theory: ωB97M-V/def2-TZVPD.

Positions of all 10 atoms, in Å:
O 1.872 0.019 -0.553
C 0.736 -0.119 -0.220
C -0.579 -0.720 -0.432
C -0.315 0.181 0.773
F -0.296 -0.421 1.992
H -0.653 -1.776 -0.204
H -1.253 -0.399 -1.214
H -0.746 1.172 0.851
F 2.126 0.798 1.953
H 2.442 0.640 1.071

Its energy above the lowest of the compared OMol25 structures with the same formula, charge and spin is 173.2 kJ/mol. For the calculated total energy, the calculation gives -10656.16425 eV. Its structure (SMILES) is O=C1C[C@H]1F.F.

# 2
2 unconnected molecules or ions with the total composition C2H8NSi. Source: the Open Molecules 2025 dataset; level of theory: ωB97M-V/def2-TZVPD.

Positions of all 12 atoms, in Å:
C -0.148 -0.006 1.198
C 0.432 -0.239 -0.119
N -0.650 -0.662 -1.079
Si 0.590 1.626 0.564
H -1.042 -0.558 1.449
H 0.453 -0.180 2.069
H 1.605 -1.573 -0.343
H -0.988 -1.647 -0.881
H -0.321 -0.656 -2.089
H -1.480 -0.112 -1.096
H -0.197 2.409 -0.500
H 1.867 1.930 1.408

Its energy above the lowest of the compared OMol25 structures with the same formula, charge and spin is 386.1 kJ/mol. The net charge is +1. For the calculated total energy, the calculation gives -11559.48801 eV.

# 3
2 unconnected molecules or ions with the total composition C3H12N3S. Source: the Open Molecules 2025 dataset; level of theory: ωB97M-V/def2-TZVPD.

Positions of all 19 atoms, in Å:
C 1.763 -1.343 0.653
C 0.883 -1.520 -0.629
C 0.042 0.151 -2.171
N -1.680 1.888 0.546
N -1.297 0.797 1.290
N 0.149 -0.402 -1.018
S -0.629 1.703 -2.501
H 2.658 -0.574 0.502
H 1.207 -1.066 1.588
H 2.225 -2.292 0.975
H 0.092 -2.359 -0.485
H 1.468 -1.915 -1.407
H 0.372 -0.397 -3.061
H -1.420 2.812 0.817
H -2.657 1.715 0.688
H -1.863 0.782 2.164
H -0.454 0.154 -0.334
H -1.313 1.931 -1.274
H -0.311 0.898 1.521

Its energy above the lowest of the compared OMol25 structures with the same formula, charge and spin is 351.2 kJ/mol. The net charge is +1. For the calculated total energy, the calculation gives -18602.59913 eV.

# 4
A molecular structure, C26H28BrCl2N4O7PS2Ta. Source: the Open Molecules 2025 dataset; level of theory: ωB97M-V/def2-TZVPD.

Positions of all 72 atoms, in Å:
Ta 0.628 -0.325 1.440
Br -5.691 -0.257 -1.017
C -5.159 1.504 -0.609
C -5.067 1.896 0.721
C -4.621 3.169 1.023
C -4.278 4.040 -0.005
C -4.455 3.677 -1.330
C -4.876 2.390 -1.636
N -3.772 5.374 0.262
N -2.751 5.529 0.938
C -2.016 4.384 1.409
C -1.858 4.189 2.756
C -1.200 3.046 3.260
C -0.681 2.146 2.373
O -0.100 0.965 2.691
C -0.744 2.386 0.991
N -0.133 1.445 0.213
C -0.150 1.614 -1.099
C -0.771 2.718 -1.703
C -1.390 3.661 -0.927
C -1.394 3.508 0.479
H -5.335 1.208 1.510
H -4.551 3.492 2.051
H -4.250 4.390 -2.117
H -4.991 2.082 -2.666
H -2.301 4.899 3.442
H -1.135 2.864 4.324
H 0.329 0.853 -1.697
H -0.748 2.802 -2.779
H -1.859 4.525 -1.378
O -2.790 -0.037 0.917
Cl -2.278 -1.321 1.231
O -3.016 -2.380 0.683
O -0.857 -1.396 0.538
O -1.978 -1.458 2.618
C 4.310 -3.033 -1.889
C 3.522 -2.926 -3.177
C 3.148 -4.261 -3.784
O 2.337 -2.083 -3.013
P 1.124 -2.171 -2.022
S -0.503 -1.518 -2.767
S 1.966 -0.909 -0.461
O 1.227 -3.609 -1.429
C 0.317 -4.597 -0.837
C -1.077 -4.532 -1.409
C 0.373 -4.447 0.664
H 5.234 -3.578 -2.085
H 3.748 -3.577 -1.129
H 4.569 -2.046 -1.508
H 4.094 -2.351 -3.905
H 2.626 -4.895 -3.069
H 4.059 -4.773 -4.095
H 2.518 -4.120 -4.661
H 0.791 -5.535 -1.133
H -1.596 -3.622 -1.116
H -1.633 -5.386 -1.019
H -1.067 -4.593 -2.495
H -0.130 -3.533 0.988
H 1.403 -4.432 1.020
H -0.138 -5.293 1.123
Cl 1.228 -1.857 3.052
C 5.001 2.014 2.342
C 4.947 0.630 2.270
C 3.740 0.022 2.000
N 2.610 0.723 1.811
C 2.665 2.062 1.883
C 3.838 2.741 2.142
H 5.935 2.518 2.550
H 5.826 0.022 2.420
H 3.655 -1.053 1.925
H 1.742 2.600 1.722
H 3.830 3.821 2.185

Its energy above the lowest of the compared OMol25 structures with the same formula, charge and spin is 58.3 kJ/mol. The net charge is +1. For the calculated total energy, the calculation gives -175300.09436 eV.

# 5
C7H7N5 in the gas phase. Source: the Open Molecules 2025 dataset; level of theory: ωB97M-V/def2-TZVPD.

Positions of all 19 atoms, in Å:
C 0.022 -2.079 -0.422
C 0.957 -1.793 -1.333
C 1.168 -0.358 -1.252
C 1.232 0.357 0.141
C 0.280 1.424 0.589
C -1.262 1.157 0.790
N -2.138 1.776 -0.156
N -2.118 2.239 0.986
C -1.760 -0.240 1.039
N -2.728 -0.975 0.779
N -1.371 -1.533 1.466
N -0.416 -2.119 0.708
H 1.125 -2.380 -2.151
H 0.321 0.218 -1.799
H 2.205 -0.060 -1.690
H 1.129 -0.527 0.731
H 2.290 0.709 0.044
H 0.721 1.931 1.559
H 0.342 2.253 -0.029

Its energy above the lowest of the compared OMol25 structures with the same formula, charge and spin is 826.7 kJ/mol. For the calculated total energy, the calculation gives -14813.46208 eV. Its structure (SMILES) is C1=CCCCC2(N=N2)C2=NN2N=1.

# 6
A molecular structure, C3H11N2S. Source: the Open Molecules 2025 dataset; level of theory: ωB97M-V/def2-TZVPD.

Positions of all 17 atoms, in Å:
C 1.170 -0.693 0.739
C -0.679 -1.427 -0.779
C -0.253 1.037 -0.376
N -1.237 0.997 0.570
N 0.341 -0.404 -0.415
S 1.085 2.307 -0.296
H 1.785 0.214 1.134
H 0.655 -1.110 1.521
H 1.857 -1.522 0.414
H -1.605 -1.443 -0.105
H -0.956 -1.260 -1.769
H -0.349 -2.436 -0.787
H -0.935 1.344 -1.522
H -1.786 1.907 0.480
H -1.058 0.570 1.389
H 1.068 -0.475 -1.214
H 0.896 2.394 1.015

Its energy above the lowest of the compared OMol25 structures with the same formula, charge and spin is 281.8 kJ/mol. The net charge is +1. For the calculated total energy, the calculation gives -17096.09303 eV.

| no. | orbital gap (eV) | LUMO energy (eV) |
| --- | --- | --- |
| 1 | 10.20 | 0.0276 |
| 2 | 9.27 | -4.2639 |
| 3 | 9.46 | -3.9682 |
| 4 | 6.36 | -4.5672 |
| 5 | 8.11 | -0.4290 |
| 6 | 10.24 | -3.3523 |